[1]
DFT (the ωB97M-V functional and the def2-TZVPD basis) results for a molecular structure, C33H41I2N6O5S in a non-equilibrium geometry.

Cartesian coordinates (Å):
C: -5.0548 -1.9203 -5.4172
H: 1.1428 2.4938 2.2809
C: -4.9025 -0.4293 -7.0927
H: 2.6167 2.5074 -0.6733
I: -6.8608 -1.0695 -0.7134
H: 0.4608 5.6240 -2.6487
N: 0.1045 4.9374 -0.6595
H: -2.7824 -5.9735 4.5673
C: -4.1999 -1.4277 -6.3730
H: 2.5207 3.8715 0.5522
H: -1.4662 -0.4666 -2.2089
H: 1.6764 -4.6719 1.7694
C: -1.6504 -2.3636 -3.3820
C: 2.3646 -2.5182 1.2955
C: -5.0630 -3.2055 0.7211
H: 9.4357 2.7390 2.4822
C: -1.9505 -5.1896 4.5182
H: 7.7234 6.6131 1.5495
N: -6.2493 -1.2598 -5.5373
C: -0.1486 5.0093 -2.0034
C: 1.4620 0.2042 2.6069
H: 0.5092 -3.6831 -0.3143
H: -2.3601 -4.1863 -0.6769
H: -7.0635 -1.4211 -4.9666
H: -4.5272 0.1631 -7.9143
C: 8.8692 3.5721 2.0940
H: -0.7795 3.9163 0.9942
N: -1.0864 -3.1348 4.7122
C: 1.6557 1.6048 1.7783
H: 3.1604 -1.7642 1.6085
C: -1.3214 -2.2837 -0.1659
O: -4.3530 -0.8533 1.2336
H: -7.0044 0.2829 -6.8043
C: 0.5334 -0.7157 1.6638
I: -6.4191 -4.5343 -0.3969
H: 2.4520 -0.2832 2.8969
C: -2.2099 -3.1655 -1.1882
C: -0.8072 4.1024 -0.0693
H: -3.4337 -4.7224 1.0604
H: -1.6695 4.0479 -3.2489
C: -1.8721 -0.9753 0.5019
H: -2.4705 2.9469 -0.9004
H: 4.2384 3.3133 -0.0903
H: -4.9175 -2.6829 -4.6648
O: -0.5829 -5.3609 4.1109
H: 6.5587 4.6511 0.0748
H: 3.3471 -4.1829 2.4031
H: -4.4839 -4.4144 2.5421
H: -3.1532 -3.1771 2.0445
H: 3.3478 3.8984 2.7954
C: 7.3415 4.5876 0.8158
C: 0.1195 -2.7163 0.1840
N: -2.2469 -3.8257 4.8810
C: -0.9351 -0.1679 1.4329
C: 3.8324 2.8481 2.7109
O: -1.4241 -3.3724 -2.3912
C: 7.9496 5.5572 1.5751
C: 3.1852 2.9834 0.2121
H: 1.1534 1.4798 0.7393
C: -3.9553 -3.8913 1.6523
C: -5.2245 -1.7927 0.5727
C: -0.0539 -4.0477 4.2464
C: -1.6464 3.6299 -1.0495
H: 3.7139 2.3340 3.7287
H: -1.7786 -0.1799 -3.9971
N: 1.0035 -1.9440 1.0723
C: -1.2285 4.2045 -2.2754
H: -3.2110 -2.6386 -1.3518
H: 9.5785 5.3804 3.1008
H: 0.8450 5.4234 -0.1797
H: 2.7074 -2.9443 0.2719
C: 2.2583 -3.8077 2.2745
S: 1.6415 -3.3800 3.9746
C: -6.1633 -0.3456 -6.5530
H: 3.8835 1.0746 1.3431
H: 0.9022 0.4663 3.5753
C: -2.0883 -0.8499 -3.1107
O: -1.4443 -2.6902 -4.5899
H: -3.2220 -0.7181 -2.9378
C: 3.1934 1.9742 1.4966
H: -1.2512 0.8118 1.9416
O: -3.6509 0.4027 -0.6522
N: 7.9033 3.3812 1.1416
C: 8.9180 4.9136 2.3848
H: 4.9588 3.0612 2.5319
C: -3.3667 -0.4071 0.2732
H: -3.1814 -1.7497 -6.5352
H: 7.6470 2.4928 0.7425

Values from the calculation:
Net charge = +1
Gap between HOMO and LUMO = 5.02 eV

List of Mulliken charges in e, atom by atom: atom 1 (C): -0.722, atom 2 (H): 0.328, atom 3 (C): -0.574, atom 4 (H): 0.346, atom 5 (I): 0.109, atom 6 (H): 0.409, atom 7 (N): 0.026, atom 8 (H): 0.374, atom 9 (C): -0.171, atom 10 (H): 0.017, atom 11 (H): 0.149, atom 12 (H): 0.415, atom 13 (C): 0.499, atom 14 (C): -0.872, atom 15 (C): -0.303, atom 16 (H): 0.384, atom 17 (C): 0.006, atom 18 (H): 0.413, atom 19 (N): 0.016, atom 20 (C): -0.472, atom 21 (C): -0.734, atom 22 (H): 0.414, atom 23 (H): 0.068, atom 24 (H): 0.191, atom 25 (H): 0.391, atom 26 (C): -0.492, atom 27 (H): 0.418, atom 28 (N): -0.162, atom 29 (C): -0.323, atom 30 (H): 0.320, atom 31 (C): 0.229, atom 32 (O): -0.347, atom 33 (H): 0.386, atom 34 (C): 0.352, atom 35 (I): 0.106, atom 36 (H): 0.407, atom 37 (C): -0.268, atom 38 (C): -0.782, atom 39 (H): 0.324, atom 40 (H): 0.416, atom 41 (C): 1.396, atom 42 (H): 0.534, atom 43 (H): 0.204, atom 44 (H): 0.479, atom 45 (O): -0.266, atom 46 (H): 0.362, atom 47 (H): 0.447, atom 48 (H): 0.409, atom 49 (H): 0.023, atom 50 (H): 0.278, atom 51 (C): -0.501, atom 52 (C): -0.574, atom 53 (N): -0.346, atom 54 (C): -0.804, atom 55 (C): -1.094, atom 56 (O): -0.351, atom 57 (C): -0.396, atom 58 (C): -0.764, atom 59 (H): 0.222, atom 60 (C): -0.614, atom 61 (C): 0.095, atom 62 (C): 0.433, atom 63 (C): -0.078, atom 64 (H): 0.329, atom 65 (H): 0.361, atom 66 (N): 0.431, atom 67 (C): -0.722, atom 68 (H): 0.316, atom 69 (H): 0.392, atom 70 (H): 0.269, atom 71 (H): 0.398, atom 72 (C): -0.588, atom 73 (S): -0.118, atom 74 (C): -0.455, atom 75 (H): 0.189, atom 76 (H): 0.341, atom 77 (C): -0.435, atom 78 (O): -0.553, atom 79 (H): 0.126, atom 80 (C): 0.170, atom 81 (H): 0.411, atom 82 (O): -0.387, atom 83 (N): 0.034, atom 84 (C): -0.398, atom 85 (H): 0.255, atom 86 (C): -0.425, atom 87 (H): 0.469, atom 88 (H): 0.201



[2]
DFT (the ωB97M-V functional and the def2-TZVPD basis) results for a molecular structure, C33H41IrN3O7SSi.

Cartesian coordinates (Å):
O: 3.3722 5.4438 3.9695
C: 0.0587 -4.8888 1.4262
C: -2.5025 -0.6219 -2.3086
Si: 0.2927 -0.4075 -2.7422
C: 2.1614 0.7471 3.7823
C: -2.8914 -0.7239 2.1235
C: -3.1886 1.6224 1.8869
H: 0.0491 -5.9082 1.7867
C: -5.5262 1.7993 3.2990
H: 3.2841 1.7518 5.3081
H: -0.5198 -2.5680 -5.6467
C: -0.0527 2.5772 -5.2565
S: 1.6919 -0.0304 -1.1049
C: 2.6312 -1.9532 -4.3336
C: 2.1509 2.3297 -4.0836
N: 0.8453 -0.2466 1.9453
O: 0.3982 0.6973 -3.8741
C: 2.6647 3.1036 3.7824
H: 0.1834 3.9166 -2.8710
H: -2.2924 0.9069 -3.8307
H: -3.7697 -2.3065 -2.6009
C: 0.4027 -2.5600 1.7790
H: -2.7814 -2.4249 -1.1518
C: 1.4091 2.1365 1.9618
H: -5.4703 3.8850 2.8372
O: 0.4650 -1.9135 -3.2411
C: -2.0018 1.1377 1.1753
O: 3.8092 4.0459 5.6185
C: -3.7460 0.4743 2.4674
H: 2.9739 5.4516 3.0930
H: 0.1684 -4.3655 -4.0387
Ir: -0.1788 -0.2895 0.1851
H: 1.9385 4.1829 2.0562
H: 1.0244 -2.5912 -6.5008
H: -2.0556 -2.6958 -2.7623
H: 2.3001 -0.2133 4.2535
H: 1.7127 -4.2344 -3.1616
C: -3.7834 2.8604 1.9923
C: 1.1955 -4.0012 -4.0939
C: -0.2591 -3.2871 -0.3279
H: -6.4496 1.8898 3.8549
O: -3.0069 -1.8791 2.4113
H: 2.5457 1.8078 -4.9553
O: -1.0848 -0.3765 -1.7595
C: -4.9723 2.9323 2.7211
H: 3.1290 -2.2049 -3.3954
H: 3.2173 -2.3756 -5.1494
H: 0.9072 2.2762 1.0187
H: -0.5370 -5.3835 -0.5811
C: -0.2688 -4.6013 0.1151
O: -1.1059 1.6437 0.4148
H: -3.4878 -0.3506 -4.1677
H: -0.9929 2.6186 -2.6463
H: -1.1264 2.4004 -5.1933
C: -2.7770 -2.1061 -2.1963
H: -3.1433 1.2135 -1.3727
H: -3.3466 3.7418 1.5427
C: 0.4129 -3.8470 2.2743
H: -1.7805 -0.7030 -4.3702
C: 2.7411 1.8457 4.3778
C: 3.3333 4.2310 4.5396
H: 0.3397 2.0337 -6.1155
N: -1.8534 -0.1862 1.3452
C: 0.0699 2.8380 -2.7632
H: 1.6985 -4.5333 -4.9010
H: 0.5922 2.5477 -1.8465
C: -3.4930 0.1919 -1.5059
H: -4.4267 0.2366 -2.0657
C: 1.2186 -2.5100 -4.3649
C: 1.4532 0.8984 2.5849
H: 2.3849 3.3893 -4.1869
C: 0.4930 -2.1615 -5.6519
H: -0.4869 -3.0255 -1.3497
H: 0.1088 3.6421 -5.4225
H: 0.6868 -4.0263 3.3049
C: 0.6488 2.1398 -3.9834
H: -5.3558 -0.3390 3.6234
H: 0.4438 -1.0816 -5.7941
C: 2.0087 3.2319 2.5698
H: -3.7139 -0.2637 -0.5423
C: -4.9208 0.5439 3.1745
C: 0.8265 -1.3919 2.5399
H: 2.6283 -0.8678 -4.4591
H: 1.1619 -1.5118 3.5597
C: -2.4982 -0.1595 -3.7535
H: 2.6608 1.9585 -3.1919
N: 0.0681 -2.2905 0.4933

Values from the calculation:
Net charge = +2
Energy relative to the best compared isomer or geometry (same formula, charge and spin) = 0.233 eV
Gap between HOMO and LUMO (spin up / spin down) = 7.46 / 5.93 eV
Multiplicity = 2

List of Mulliken charges in e, atom by atom: atom 1 (O): -0.465, atom 2 (C): -0.561, atom 3 (C): 1.832, atom 4 (Si): -0.900, atom 5 (C): -0.795, atom 6 (C): -0.372, atom 7 (C): 0.467, atom 8 (H): 0.498, atom 9 (C): -0.507, atom 10 (H): 0.479, atom 11 (H): 0.312, atom 12 (C): -1.605, atom 13 (S): -0.629, atom 14 (C): -1.425, atom 15 (C): -1.552, atom 16 (N): 0.440, atom 17 (O): 0.819, atom 18 (C): 1.019, atom 19 (H): 0.642, atom 20 (H): 0.352, atom 21 (H): 0.521, atom 22 (C): 0.776, atom 23 (H): 0.296, atom 24 (C): -0.025, atom 25 (H): 0.455, atom 26 (O): 0.053, atom 27 (C): -0.109, atom 28 (O): -0.507, atom 29 (C): 0.191, atom 30 (H): 0.284, atom 31 (H): 0.324, atom 32 (Ir): 2.461, atom 33 (H): 0.186, atom 34 (H): 0.571, atom 35 (H): 0.047, atom 36 (H): 0.303, atom 37 (H): 0.332, atom 38 (C): -0.530, atom 39 (C): -1.649, atom 40 (C): 0.065, atom 41 (H): 0.439, atom 42 (O): -0.588, atom 43 (H): 0.355, atom 44 (O): -0.647, atom 45 (C): -0.674, atom 46 (H): 0.339, atom 47 (H): 0.527, atom 48 (H): 0.305, atom 49 (H): 0.528, atom 50 (C): -1.372, atom 51 (O): -0.720, atom 52 (H): 0.657, atom 53 (H): 0.235, atom 54 (H): 0.365, atom 55 (C): -1.535, atom 56 (H): 0.311, atom 57 (H): 0.541, atom 58 (C): -0.834, atom 59 (H): 0.381, atom 60 (C): -1.340, atom 61 (C): 0.594, atom 62 (H): 0.345, atom 63 (N): 0.600, atom 64 (C): -1.381, atom 65 (H): 0.459, atom 66 (H): 0.226, atom 67 (C): -1.676, atom 68 (H): 0.580, atom 69 (C): 1.584, atom 70 (C): 1.381, atom 71 (H): 0.478, atom 72 (C): -1.456, atom 73 (H): 0.523, atom 74 (H): 0.450, atom 75 (H): 0.540, atom 76 (C): 1.634, atom 77 (H): 0.521, atom 78 (H): 0.143, atom 79 (C): -1.372, atom 80 (H): 0.331, atom 81 (C): -0.678, atom 82 (C): -0.342, atom 83 (H): 0.162, atom 84 (H): 0.443, atom 85 (C): -1.929, atom 86 (H): 0.256, atom 87 (N): 0.218



[3]
DFT (the ωB97M-V functional and the def2-TZVPD basis) results for 8 unconnected molecules or ions with the total composition C33H41N8O14 in a non-equilibrium geometry.

Cartesian coordinates (Å):
N: 54.0810 33.2870 49.1610
H: 46.9580 34.7940 47.5220
O: 49.6760 35.1530 41.1380
O: 53.0120 36.3480 54.5220
N: 47.7000 33.0580 49.5900
H: 48.2680 30.7440 53.2620
H: 52.1910 28.3160 48.4490
H: 50.4660 32.6220 41.5230
H: 42.5040 32.8870 48.4100
H: 49.5700 26.5800 46.4890
O: 42.3980 29.3380 46.2500
H: 45.8450 39.0240 48.2610
H: 55.6440 30.9960 49.1470
C: 49.7890 32.8020 45.5450
H: 44.9750 37.8210 46.6780
H: 51.5210 32.5990 48.3530
H: 51.1890 30.6570 53.4590
N: 49.5890 35.2070 42.3810
H: 47.9480 28.1090 50.4270
H: 47.6330 36.7930 49.4200
C: 51.3120 34.0040 52.1210
H: 47.6900 27.9690 53.0820
C: 52.1000 31.7180 48.4890
C: 45.7110 30.1480 51.7110
H: 44.6090 31.1960 48.7820
H: 45.7170 31.3100 51.4950
O: 48.7430 32.7730 48.9960
H: 48.2710 28.9110 45.4400
N: 46.8980 29.7360 52.2810
H: 46.5640 28.5230 53.8300
C: 50.8830 32.4900 52.1470
H: 47.7540 31.6270 52.0040
N: 42.9370 31.0540 47.5020
C: 51.9260 32.1830 54.4550
C: 48.9680 27.4850 46.8740
H: 44.1280 32.7060 47.6150
C: 50.3290 31.5140 43.4810
C: 54.0680 29.2950 48.6140
H: 48.9840 30.3410 51.6450
O: 49.4210 26.0090 50.3140
H: 43.6430 29.7280 48.7940
O: 53.3090 34.2930 49.2480
H: 53.0100 34.0360 55.3170
O: 46.4860 35.8680 45.7640
C: 48.2070 28.2470 49.3230
C: 49.9680 32.6290 42.5750
C: 54.5640 30.7340 49.0990
C: 48.3640 28.6980 46.3920
N: 52.4350 35.9890 53.4410
C: 45.9490 38.1180 47.3270
C: 46.5980 35.7240 46.9630
N: 46.4260 36.7420 47.8560
O: 52.4020 36.6840 52.4050
C: 49.3280 34.0240 44.8040
O: 49.4830 25.0510 48.3160
C: 48.0130 30.6410 52.3600
C: 47.6550 29.6490 47.0760
C: 47.5960 29.5720 48.6480
H: 46.3810 35.5320 49.5900
C: 51.2130 31.6360 53.3580
H: 44.8590 30.0240 47.5520
N: 49.3460 26.0630 49.0390
H: 50.2400 31.9480 51.3420
C: 46.6920 36.5860 49.2960
O: 46.5090 32.6600 49.2260
C: 51.6520 30.3450 48.4810
H: 41.1480 30.9940 46.4630
H: 46.2320 37.4470 49.9920
C: 42.0340 30.4570 46.6450
C: 49.6200 33.9650 43.1990
C: 52.5080 29.2350 48.5250
O: 49.1210 36.2880 42.8980
H: 46.9920 30.1420 49.3550
C: 43.0750 32.5740 47.6130
H: 50.4970 30.0000 48.5060
C: 52.5460 33.5940 54.4820
C: 46.9440 28.4770 52.8720
C: 50.1960 31.6760 44.9870
H: 47.3340 30.4350 46.5300
H: 54.8210 28.5370 48.7150
H: 51.0570 34.4880 51.3130
H: 46.6730 38.5570 47.0170
H: 49.5880 32.8110 46.6810
O: 47.8050 33.9310 50.5280
H: 48.8650 34.9890 45.1160
H: 52.0510 31.5920 55.3390
O: 44.7010 29.4220 51.5810
H: 50.2620 30.9270 45.5800
C: 52.1420 34.6030 53.3150
H: 50.5480 30.6630 42.8520
C: 53.6180 31.9470 48.8280
O: 55.3080 33.4020 49.6600
H: 46.2560 27.8950 52.1920
H: 42.6680 32.9470 46.6190
C: 44.0070 30.4500 48.1670
C: 48.8920 27.2270 48.4180

Values from the calculation:
Net charge = -1
Energy relative to the best compared isomer or geometry (same formula, charge and spin) = 5.475 eV
Gap between HOMO and LUMO = 7.05 eV

List of Mulliken charges in e, atom by atom: atom 1 (N): 0.850, atom 2 (H): 0.353, atom 3 (O): -0.549, atom 4 (O): -0.598, atom 5 (N): 0.385, atom 6 (H): 0.987, atom 7 (H): 0.719, atom 8 (H): 0.294, atom 9 (H): 0.263, atom 10 (H): 0.302, atom 11 (O): -0.622, atom 12 (H): 0.208, atom 13 (H): 0.379, atom 14 (C): 0.363, atom 15 (H): 0.250, atom 16 (H): 0.801, atom 17 (H): 0.679, atom 18 (N): 0.798, atom 19 (H): 0.234, atom 20 (H): 0.508, atom 21 (C): -0.717, atom 22 (H): 0.676, atom 23 (C): -0.355, atom 24 (C): 0.208, atom 25 (H): 0.031, atom 26 (H): 0.245, atom 27 (O): -0.255, atom 28 (H): 0.675, atom 29 (N): 0.210, atom 30 (H): 0.483, atom 31 (C): 0.494, atom 32 (H): 0.274, atom 33 (N): 0.171, atom 34 (C): -0.431, atom 35 (C): -0.636, atom 36 (H): 0.319, atom 37 (C): -0.746, atom 38 (C): -0.760, atom 39 (H): -0.055, atom 40 (O): -0.588, atom 41 (H): 0.481, atom 42 (O): -0.504, atom 43 (H): 0.468, atom 44 (O): -0.676, atom 45 (C): -0.091, atom 46 (C): -0.407, atom 47 (C): -0.510, atom 48 (C): -0.705, atom 49 (N): 0.891, atom 50 (C): -0.960, atom 51 (C): 0.104, atom 52 (N): 0.123, atom 53 (O): -0.522, atom 54 (C): -0.550, atom 55 (O): -0.585, atom 56 (C): -1.087, atom 57 (C): -0.753, atom 58 (C): 0.428, atom 59 (H): 0.219, atom 60 (C): -0.745, atom 61 (H): 0.219, atom 62 (N): 0.909, atom 63 (H): -0.110, atom 64 (C): -0.951, atom 65 (O): -0.259, atom 66 (C): 0.330, atom 67 (H): 0.420, atom 68 (H): 0.244, atom 69 (C): -0.012, atom 70 (C): 0.011, atom 71 (C): -0.710, atom 72 (O): -0.526, atom 73 (H): -0.102, atom 74 (C): -0.928, atom 75 (H): 0.035, atom 76 (C): -0.628, atom 77 (C): -1.593, atom 78 (C): -0.600, atom 79 (H): 0.686, atom 80 (H): 0.392, atom 81 (H): 0.856, atom 82 (H): 0.518, atom 83 (H): 0.175, atom 84 (O): -0.650, atom 85 (H): 0.353, atom 86 (H): 0.375, atom 87 (O): -0.640, atom 88 (H): 1.008, atom 89 (C): -0.066, atom 90 (H): 0.358, atom 91 (C): -0.126, atom 92 (O): -0.566, atom 93 (H): 0.364, atom 94 (H): 0.411, atom 95 (C): -0.753, atom 96 (C): 0.088